The following is a DFT calculation (ωB97M-V with the def2-TZVPD basis set) of a 2-piece molecular cluster, C5H8O overall.

Geometry as XYZ:
```
14
Properties=species:S:1:pos:R:3:lowdin_charge:R:1
C -1.143 -1.179 -0.687 -0.32
H -1.363 1.655 0.926 0.06
H 1.419 -0.509 -0.881 0.06
H -1.393 -2.767 0.509 0.06
H -0.818 1.621 -0.835 0.07
H 1.695 1.197 -1.195 0.08
C -0.593 1.389 0.207 -0.05
H 2.648 0.348 0.023 0.07
C 1.648 0.449 -0.408 -0.10
C -1.204 -1.702 0.518 0.01
H -1.165 -1.149 1.442 0.05
C 0.567 0.846 0.576 -0.25
H 0.758 0.672 1.638 0.10
O -1.089 -0.880 -1.814 0.15
```

Calculated total energy (a.u.): -270.482907
Kohn-Sham gap (eV): 10.16
SMILES: C=C=O.C=CC
HOMO energy (eV): -9.16
Relative energy (zero: lowest compared OMol25 entry of this formula, charge and spin) (kcal/mol): 47.1
LUMO energy (eV): 1.0